Entry from the OMol25 dataset: a molecular structure, C4H12MnN3O11S (the ωB97M-V functional and the def2-TZVPD basis).

Output
E_tot: -2700.415760 Eh
<S²>: 12.01
HOMO level (spin up / spin down): 1.695 / -1.689 eV

```
! RIJCOSX wB97M-V def2-TZVPD def2/J DEFGRID3
* xyz -2 7
Mn -2.585 5.519 16.477
C -4.784 8.018 15.693
O -3.792 7.008 15.749
H -4.941 8.534 16.640
H -4.479 8.806 15.004
H -5.813 7.705 15.519
S -2.162 3.139 17.514
O -1.749 2.741 18.857
O -2.497 1.798 16.991
O -3.305 4.007 17.525
O -1.237 3.963 16.740
C -2.366 2.621 13.104
N -3.219 3.333 14.059
O -2.871 4.351 14.614
O -4.397 2.890 14.212
H -2.871 2.221 12.225
H -2.098 1.721 13.658
H -1.553 3.306 12.867
C -2.183 5.495 20.289
N -1.603 6.529 19.300
O -1.952 6.509 18.145
O -0.749 7.333 19.777
H -3.170 5.170 19.962
H -2.222 6.044 21.230
H -1.482 4.660 20.262
C -0.817 8.712 14.571
N -0.190 7.643 15.409
O -0.796 6.584 15.591
O 0.917 7.865 15.894
H -1.849 8.458 14.328
H -0.288 8.904 13.638
H -0.924 9.536 15.278
*
```